Entry 1:
Computed, not measured: a structure of composition C25H24FIrN4O3, with ωB97M-V with the def2-TZVPD basis set.

Output
- highest occupied orbital energy (spin up / spin down) (eV) = -10.4 / -10.4
- E (a.u.) = -1615.66396
- HOMO-LUMO gap (spin up / spin down) (hartree) = 0.2082 / 0.1869
- ⟨S²⟩ = 0.77
- ΔE to the lowest compared entry with this formula, charge and spin (kcal per mole) = 116.0
- total charge = +1
- multiplicity = 2

CARTESIAN COORDINATES (ANGSTROEM)
Ir (-0.284, -1.874, 0.198)
C (0.975, 5.505, 1.123)
C (0.118, 4.818, 0.060)
C (0.590, 5.133, -1.352)
C (2.009, 4.623, -1.557)
C (2.155, 3.201, -1.071)
C (3.245, 2.446, -1.481)
C (3.383, 1.138, -1.070)
F (4.458, 0.432, -1.463)
C (2.432, 0.530, -0.282)
C (1.329, 1.269, 0.121)
C (0.209, 0.595, 0.876)
O (0.574, -0.653, 1.415)
C (-1.786, 1.294, 2.176)
C (-2.126, 2.396, 1.166)
N (0.089, 3.357, 0.223)
C (1.196, 2.619, -0.227)
C (-2.546, 0.181, 2.678)
O (-2.442, 1.223, 3.511)
O (-3.036, -0.893, 2.632)
H (1.021, 6.577, 0.927)
H (1.992, 5.112, 1.125)
H (0.567, 5.376, 2.126)
H (-0.917, 5.158, 0.164)
H (0.538, 6.208, -1.523)
H (-0.086, 4.654, -2.064)
H (2.722, 5.266, -1.036)
H (2.278, 4.668, -2.613)
H (3.997, 2.881, -2.127)
H (2.551, -0.500, 0.019)
H (-2.916, 3.086, 1.452)
N (-2.431, 1.827, -0.130)
C (-0.647, 2.896, 1.352)
C (-0.305, 1.523, 1.966)
N (-0.812, 0.130, -0.109)
C (-1.863, 0.712, -0.583)
H (-3.202, 2.205, -0.655)
H (-0.671, 3.646, 2.146)
H (0.374, 1.476, 2.816)
H (-2.372, 0.233, -1.414)
C (1.095, -5.005, 1.479)
C (0.234, -5.621, 0.420)
C (0.158, -6.990, 0.242)
C (-0.654, -7.528, -0.750)
C (-1.410, -6.717, -1.590)
C (-1.374, -5.342, -1.458)
C (-2.178, -4.438, -2.340)
C (-0.543, -4.815, -0.444)
N (-0.487, -3.468, -0.292)
H (1.629, -5.774, 2.034)
H (0.496, -4.429, 2.187)
H (1.833, -4.329, 1.041)
H (0.735, -7.644, 0.882)
H (-0.698, -8.602, -0.873)
H (-2.033, -7.163, -2.353)
H (-2.734, -5.016, -3.074)
H (-1.535, -3.734, -2.870)
H (-2.891, -3.857, -1.751)

Entry 2:
Computed, not measured: the ion C5H4NO2 with charge -1, with ωB97M-V with the def2-TZVPD basis set.

Output
- highest occupied orbital energy (spin up / spin down) (eV) = -4.7 / -4.3
- E (a.u.) = -398.11288
- HOMO-LUMO gap (spin up / spin down) (hartree) = 0.2903 / 0.2833
- ΔE to the lowest compared entry with this formula, charge and spin (kcal per mole) = 55.8
- total charge = -1

CARTESIAN COORDINATES (ANGSTROEM)
C (1.890, -1.713, -0.045)
C (2.574, 0.904, 0.087)
C (-0.518, 0.094, 0.279)
C (0.355, -0.052, -0.930)
C (1.638, -0.357, -0.228)
N (2.215, -2.809, 0.166)
O (2.124, 2.047, 0.253)
O (3.788, 0.451, 0.061)
H (-0.448, 1.025, 0.870)
H (-0.932, -0.765, 0.907)
H (-0.093, -0.989, -1.553)
H (0.558, 0.916, -1.423)

Entry 3:
Computed, not measured: a structure of composition C27H25N5ORuSSi, with ωB97M-V with the def2-TZVPD basis set.

Output
- highest occupied orbital energy (spin up / spin down) (eV) = -10.4 / -10.5
- E (a.u.) = -2175.23108
- HOMO-LUMO gap (spin up / spin down) (hartree) = 0.2240 / 0.2423
- ⟨S²⟩ = 0.81
- ΔE to the lowest compared entry with this formula, charge and spin (kcal per mole) = 69.1
- total charge = +1
- multiplicity = 2

CARTESIAN COORDINATES (ANGSTROEM)
Ru (0.234, 0.574, -0.469)
C (0.516, 0.492, 4.550)
N (1.500, 0.040, 3.607)
C (2.425, -0.937, 3.809)
C (3.108, -1.123, 2.655)
N (2.607, -0.239, 1.714)
C (1.598, 0.469, 2.324)
S (0.591, 1.689, 1.715)
C (3.076, -0.079, 0.414)
C (4.130, -0.846, -0.112)
C (4.645, -0.519, -1.344)
C (4.155, 0.619, -2.010)
C (3.068, 1.258, -1.479)
N (2.470, 0.878, -0.336)
H (0.907, 0.385, 5.559)
H (-0.397, -0.099, 4.454)
H (0.280, 1.538, 4.359)
H (2.542, -1.418, 4.758)
H (3.890, -1.818, 2.438)
H (4.539, -1.676, 0.440)
H (5.419, -1.120, -1.795)
H (4.609, 0.977, -2.918)
H (2.623, 2.118, -1.967)
O (-1.571, -2.885, 1.569)
C (-0.966, -2.070, 0.991)
N (-0.324, -1.272, 0.390)
C (-3.320, 3.823, 0.416)
C (-2.189, 4.244, -0.265)
C (-1.323, 3.287, -0.762)
N (-1.548, 1.980, -0.636)
C (-2.645, 1.574, -0.001)
C (-3.548, 2.462, 0.555)
H (-4.010, 4.541, 0.827)
H (-1.976, 5.293, -0.402)
H (-0.420, 3.573, -1.289)
H (-2.810, 0.502, 0.048)
H (-4.408, 2.090, 1.088)
C (-4.282, -0.685, -3.698)
C (-3.625, 0.391, -4.275)
C (-2.302, 0.645, -3.968)
C (-1.606, -0.197, -3.103)
C (-2.281, -1.264, -2.515)
C (-3.607, -1.512, -2.816)
Si (0.272, 0.055, -2.894)
C (1.321, -1.505, -3.194)
C (2.300, -1.468, -4.186)
C (2.984, -2.613, -4.551)
C (2.703, -3.814, -3.920)
C (1.756, -3.862, -2.909)
C (1.083, -2.712, -2.536)
H (-5.318, -0.875, -3.932)
H (-4.142, 1.024, -4.980)
H (-1.798, 1.484, -4.426)
H (-1.765, -1.923, -1.834)
H (-4.109, -2.358, -2.374)
H (0.684, 1.041, -3.946)
H (2.506, -0.539, -4.695)
H (3.729, -2.566, -5.332)
H (3.231, -4.709, -4.208)
H (1.544, -4.799, -2.414)
H (0.361, -2.760, -1.733)

Entry 4:
Computed, not measured: the molecule C5H8O, with ωB97M-V with the def2-TZVPD basis set.

Output
- highest occupied orbital energy (eV) = -9.8
- E (a.u.) = -270.47158
- HOMO-LUMO gap (hartree) = 0.4048
- structure (SMILES) = C[C@H]1C[C@H]2O[C@@H]12
- ΔE to the lowest compared entry with this formula, charge and spin (kcal per mole) = 54.2
- total charge = 0

CARTESIAN COORDINATES (ANGSTROEM)
C (1.656, 0.449, 0.461)
C (0.363, 0.399, -0.364)
C (-0.320, -1.002, -0.724)
C (-1.603, -0.547, -0.031)
O (-1.249, -0.253, 1.312)
C (-1.009, 0.743, 0.316)
H (1.566, -0.061, 1.420)
H (1.971, 1.491, 0.639)
H (2.496, 0.020, -0.108)
H (0.655, 1.027, -1.206)
H (0.142, -1.848, -0.212)
H (-0.492, -1.266, -1.777)
H (-2.642, -0.832, -0.215)
H (-1.533, 1.681, 0.487)